{"formula": "CH2Br3NO2S", "method": "wB97M-V/def2-TZVPD", "relative_energy_kcal_mol": 67.5, "energy_ha": -8364.61909, "gap_ev": 7.713, "elements": ["C", "N", "O", "O", "S", "Br", "Br", "Br", "H", "H"], "coordinates": [[3.8510, -1.2764, -0.4224], [0.4533, 0.7457, -0.5753], [1.3557, 2.6351, -1.8840], [2.2807, 2.2793, 0.4026], [1.2055, 2.1958, -0.5384], [3.2078, -1.6899, 1.2188], [4.4012, 0.4585, -0.7421], [-0.4329, 3.2629, 0.6130], [1.1197, 0.1651, -0.0318], [-0.1025, 0.4944, -1.4693]]}


{"formula": "CH2BrN", "method": "wB97M-V/def2-TZVPD", "relative_energy_kcal_mol": 7.6, "energy_ha": -2668.03514, "gap_ev": 11.856, "elements": ["C", "N", "H", "Br", "H"], "coordinates": [[-0.0436, 0.9973, 1.4417], [0.1353, 0.7433, 0.3303], [-0.1143, 0.9200, 2.4533], [1.5962, -2.4275, -2.9659], [1.5068, -3.5101, -2.1254]]}


{"formula": "CH2BrNO3", "method": "wB97M-V/def2-TZVPD", "relative_energy_kcal_mol": 57.6, "energy_ha": -2893.59572, "gap_ev": 9.754, "elements": ["O", "N", "O", "O", "C", "Br", "H", "H"], "coordinates": [[-0.9116, -1.2741, 1.6973], [0.0980, -1.1625, 1.1231], [1.0871, -1.7967, 1.1128], [-0.1189, 0.2595, 0.4334], [0.1435, 0.9110, -0.6627], [-1.1995, 0.4441, -2.1601], [-0.3101, 1.8726, -0.5118], [1.2115, 0.7461, -1.0319]]}


{"formula": "CH2BrNO4", "method": "wB97M-V/def2-TZVPD", "relative_energy_kcal_mol": 5.1, "energy_ha": -2968.97100, "gap_ev": 10.752, "elements": ["O", "C", "O", "O", "N", "O", "H", "Br", "H"], "coordinates": [[-1.1836, 0.1651, -2.3033], [-0.8223, -0.9390, -2.2432], [-0.6219, -2.0724, -2.1340], [-0.6780, 1.8757, 3.0515], [-0.7093, 2.4094, 1.9978], [-0.6386, 1.5940, 0.8849], [-0.8319, 2.1643, 0.1947], [2.1548, -2.1972, 0.2649], [3.3310, -3.0000, 0.2864]]}


{"formula": "CH2CeO4", "method": "wB97M-V/def2-TZVPD", "total_charge": 2, "energy_ha": -814.64154, "gap_ev": [9.540, 9.200], "multiplicity": 3, "elements": ["O", "Ce", "O", "H", "C", "O", "O", "H"], "coordinates": [[0.3724, -1.2588, 0.0628], [-0.5867, -1.0935, 2.2296], [-0.6125, 0.8579, 1.1615], [-0.1620, 1.6943, 1.2903], [0.4993, -0.1916, -0.6320], [1.7588, 0.1548, -0.7217], [-0.1614, 0.0079, -1.7510], [-1.1080, -0.1712, -1.6394]]}


{"formula": "CH2Cl2O3S", "method": "wB97M-V/def2-TZVPD", "relative_energy_kcal_mol": 34.2, "energy_ha": -1583.43462, "gap_ev": 9.554, "elements": ["C", "O", "O", "O", "S", "Cl", "Cl", "H", "H"], "coordinates": [[-2.0551, 0.0089, 0.0473], [2.9863, 1.0447, 0.0196], [3.0657, -1.2439, 0.7626], [0.5427, -0.3620, -0.7355], [3.0053, -0.3710, -0.3821], [-2.8547, 1.6011, 0.0090], [-0.2975, 0.4962, 0.2217], [-2.2273, -0.6383, 0.8663], [-2.1654, -0.5356, -0.8090]]}